one | DFT (ωB97M-V/def2-TZVPD) results for a molecular structure, C40H58As2BaN2O8S4.

Each line ends with the Löwdin charge.
Cartesian coordinates (Å):
Ba (-0.501, -0.019, -0.068)  1.659
C (3.671, -0.194, 2.436)  -0.546
C (3.212, -1.603, 2.815)  -0.529
S (2.268, -2.538, 1.568)  0.813
C (3.572, -2.830, 0.329)  -0.501
C (3.298, -2.184, -1.032)  -0.484
S (2.641, -0.530, -0.743)  0.720
C (3.254, 0.389, -2.172)  -0.488
C (2.487, 1.716, -2.296)  -0.505
S (1.879, 2.444, -0.743)  0.785
C (3.377, 2.492, 0.260)  -0.518
C (3.037, 2.431, 1.751)  -0.514
S (2.271, 0.916, 2.363)  0.821
H (4.186, -0.204, 1.477)  0.048
H (4.357, 0.173, 3.202)  0.094
H (2.581, -1.583, 3.706)  0.076
H (4.084, -2.204, 3.069)  0.086
H (3.686, -3.907, 0.210)  0.078
H (4.500, -2.442, 0.748)  0.083
H (2.601, -2.793, -1.598)  0.041
H (4.215, -2.113, -1.618)  0.102
H (3.107, -0.185, -3.084)  0.066
H (4.322, 0.564, -2.040)  0.088
H (1.586, 1.564, -2.894)  0.073
H (3.094, 2.448, -2.825)  0.087
H (3.915, 3.416, 0.048)  0.092
H (4.018, 1.655, -0.017)  0.051
H (2.345, 3.233, 2.016)  0.069
H (3.944, 2.609, 2.331)  0.093
C (-4.270, 3.953, 5.396)  -0.033
C (-3.328, 4.752, 4.480)  -0.555
C (-2.322, 5.512, 5.341)  -0.059
C (-4.148, 5.760, 3.662)  -0.036
C (-2.633, 3.774, 3.534)  -0.129
C (-1.270, 3.527, 3.542)  0.026
C (-0.735, 2.609, 2.654)  -0.120
N (-1.447, 1.912, 1.762)  -0.010
C (-2.773, 2.150, 1.760)  -0.210
C (-3.379, 3.053, 2.603)  0.045
C (-3.590, 1.400, 0.749)  -0.205
C (-4.943, 1.175, 0.933)  0.045
C (-5.700, 0.524, -0.038)  -0.134
C (-5.033, 0.126, -1.193)  0.017
C (-3.677, 0.352, -1.296)  -0.142
N (-2.947, 0.960, -0.351)  -0.078
C (-7.201, 0.315, 0.154)  -0.554
C (-7.481, -0.222, 1.563)  -0.039
C (-7.771, -0.666, -0.872)  -0.055
C (-7.886, 1.681, -0.020)  -0.026
H (-4.756, 4.628, 6.106)  0.096
H (-3.726, 3.196, 5.967)  0.095
H (-5.057, 3.451, 4.824)  0.082
H (-2.858, 6.210, 5.986)  0.095
H (-1.622, 6.096, 4.737)  0.095
H (-1.746, 4.847, 5.990)  0.091
H (-4.619, 6.478, 4.337)  0.096
H (-4.946, 5.280, 3.090)  0.079
H (-3.518, 6.318, 2.964)  0.098
H (-0.606, 4.043, 4.222)  0.116
H (0.326, 2.417, 2.677)  0.030
H (-4.444, 3.225, 2.519)  0.115
H (-5.415, 1.508, 1.848)  0.115
H (-5.553, -0.363, -2.005)  0.114
H (-3.145, 0.031, -2.189)  0.097
H (-6.934, -1.151, 1.755)  0.087
H (-8.546, -0.438, 1.664)  0.096
H (-7.223, 0.498, 2.344)  0.080
H (-7.247, -1.627, -0.859)  0.094
H (-7.734, -0.269, -1.890)  0.089
H (-8.819, -0.858, -0.643)  0.095
H (-7.531, 2.402, 0.723)  0.087
H (-8.966, 1.573, 0.105)  0.098
H (-7.699, 2.096, -1.014)  0.096
C (2.484, -2.471, -5.905)  0.022
O (1.741, -3.236, -4.918)  -0.019
C (1.166, -2.550, -3.946)  -0.543
O (1.154, -1.345, -3.860)  0.047
C (0.391, -3.438, -2.989)  -0.313
C (0.618, -4.735, -2.813)  -0.290
As (-0.574, -6.087, -2.014)  1.339
C (0.672, -6.573, -0.587)  -0.254
C (-1.751, -4.958, -0.862)  -0.244
C (-1.697, -3.632, -0.755)  -0.263
As (-0.925, -2.350, -2.071)  1.196
C (-2.376, -2.523, -3.376)  -0.246
C (-2.287, -2.854, 0.385)  -0.488
O (-1.941, -1.656, 0.532)  -0.401
O (-3.060, -3.433, 1.232)  0.026
C (-3.563, -2.622, 2.344)  0.056
C (-2.787, -5.826, -0.129)  -0.544
O (-3.950, -5.556, -0.084)  0.148
O (-2.231, -6.955, 0.296)  -0.082
C (-3.152, -7.947, 0.839)  0.017
C (1.918, -5.373, -3.299)  -0.575
O (2.998, -4.967, -2.965)  0.126
O (1.686, -6.482, -3.988)  -0.056
C (2.864, -7.229, -4.404)  0.013
H (2.533, -3.108, -6.778)  0.102
H (3.481, -2.279, -5.518)  0.104
H (1.976, -1.542, -6.127)  0.095
H (1.576, -6.950, -1.066)  0.036
H (0.223, -7.357, 0.011)  0.025
H (0.911, -5.709, 0.026)  0.037
H (-2.435, -3.552, -3.716)  0.042
H (-2.164, -1.864, -4.215)  0.041
H (-3.323, -2.241, -2.920)  0.023
H (-4.109, -3.319, 2.964)  0.110
H (-4.214, -1.848, 1.946)  0.092
H (-2.733, -2.183, 2.885)  0.102
H (-2.632, -8.893, 0.747)  0.100
H (-4.077, -7.950, 0.277)  0.098
H (-3.345, -7.713, 1.881)  0.102
H (2.520, -8.245, -4.554)  0.100
H (3.631, -7.181, -3.642)  0.094
H (3.228, -6.808, -5.335)  0.102

Charge = +2
Frontier orbital gap = 7.7668 eV
HOMO level = -13.0 eV

***

two | DFT (ωB97M-V/def2-TZVPD) results for a molecular structure, C40H58As2BaN2O8S4.

Each line ends with the Löwdin charge.
Cartesian coordinates (Å):
Ba (0.311, 0.229, 0.023)  1.683
C (2.568, 4.163, 0.865)  -0.519
C (2.521, 3.788, 2.338)  -0.513
S (2.118, 2.049, 2.639)  0.843
C (3.763, 1.315, 2.697)  -0.514
C (4.576, 1.311, 1.407)  -0.471
S (3.731, 0.507, 0.012)  0.839
C (4.413, 1.474, -1.368)  -0.482
C (3.567, 1.409, -2.631)  -0.507
S (1.878, 2.043, -2.498)  0.830
C (2.241, 3.808, -2.322)  -0.506
C (1.190, 4.552, -1.517)  -0.508
S (0.920, 3.968, 0.171)  0.843
H (3.257, 3.520, 0.319)  0.033
H (2.878, 5.204, 0.753)  0.102
H (1.752, 4.366, 2.850)  0.078
H (3.475, 4.001, 2.821)  0.092
H (3.625, 0.300, 3.063)  0.037
H (4.334, 1.844, 3.462)  0.096
H (5.511, 0.782, 1.588)  0.086
H (4.824, 2.326, 1.099)  0.072
H (5.404, 1.089, -1.600)  0.089
H (4.527, 2.503, -1.025)  0.058
H (3.492, 0.384, -2.987)  0.041
H (4.073, 1.971, -3.416)  0.101
H (2.286, 4.242, -3.321)  0.091
H (3.226, 3.920, -1.869)  0.067
H (0.210, 4.479, -1.995)  0.079
H (1.456, 5.608, -1.473)  0.091
C (-5.880, 5.813, -0.031)  -0.061
C (-6.093, 4.300, -0.017)  -0.555
C (-6.874, 3.921, 1.252)  -0.035
C (-6.908, 3.902, -1.260)  -0.034
C (-4.767, 3.544, -0.035)  -0.138
C (-3.530, 4.163, -0.100)  0.018
C (-2.386, 3.386, -0.115)  -0.137
N (-2.363, 2.054, -0.078)  0.064
C (-3.560, 1.443, -0.026)  -0.198
C (-4.748, 2.153, 0.002)  0.042
C (-3.575, -0.058, -0.005)  -0.189
C (-4.766, -0.768, -0.023)  0.049
C (-4.795, -2.160, -0.011)  -0.133
C (-3.562, -2.796, 0.020)  0.012
C (-2.416, -2.025, 0.033)  -0.149
N (-2.388, -0.687, 0.019)  -0.023
C (-6.130, -2.905, -0.029)  -0.554
C (-5.933, -4.419, -0.025)  -0.062
C (-6.908, -2.510, -1.297)  -0.033
C (-6.939, -2.507, 1.217)  -0.033
H (-6.851, 6.312, -0.001)  0.094
H (-5.368, 6.143, -0.939)  0.091
H (-5.308, 6.151, 0.839)  0.092
H (-7.815, 4.475, 1.285)  0.094
H (-6.303, 4.166, 2.152)  0.096
H (-7.116, 2.854, 1.282)  0.079
H (-7.857, 4.445, -1.269)  0.095
H (-7.134, 2.832, -1.273)  0.080
H (-6.366, 4.147, -2.178)  0.095
H (-3.434, 5.241, -0.132)  0.114
H (-1.430, 3.880, -0.150)  0.014
H (-5.693, 1.631, 0.055)  0.102
H (-5.706, -0.239, -0.055)  0.104
H (-3.479, -3.875, 0.028)  0.111
H (-1.460, -2.522, 0.053)  0.033
H (-5.381, -4.760, -0.907)  0.091
H (-6.909, -4.909, -0.040)  0.094
H (-5.408, -4.759, 0.873)  0.091
H (-6.340, -2.755, -2.199)  0.095
H (-7.139, -1.442, -1.319)  0.081
H (-7.855, -3.055, -1.332)  0.095
H (-6.397, -2.756, 2.133)  0.095
H (-7.890, -3.046, 1.227)  0.095
H (-7.163, -1.437, 1.233)  0.081
C (1.623, -1.376, -4.983)  0.041
O (2.229, -2.029, -3.826)  0.012
C (1.876, -1.646, -2.630)  -0.562
O (1.016, -0.808, -2.387)  -0.181
C (2.525, -2.372, -1.492)  -0.309
C (3.785, -2.772, -1.407)  -0.283
As (4.584, -3.708, 0.145)  1.355
C (6.209, -2.610, 0.245)  -0.243
C (3.602, -2.763, 1.593)  -0.261
C (2.355, -2.314, 1.493)  -0.303
As (1.206, -2.535, -0.075)  1.156
C (1.058, -4.483, -0.011)  -0.241
C (1.576, -1.548, 2.513)  -0.547
O (0.765, -0.697, 2.113)  -0.359
O (1.754, -1.868, 3.751)  0.027
C (1.047, -1.127, 4.796)  0.051
C (4.429, -2.626, 2.858)  -0.539
O (4.595, -1.605, 3.464)  0.122
O (5.077, -3.765, 3.078)  -0.066
C (6.023, -3.802, 4.184)  0.018
C (4.778, -2.504, -2.518)  -0.540
O (4.947, -1.425, -3.016)  0.125
O (5.518, -3.583, -2.740)  -0.053
C (6.588, -3.474, -3.720)  0.016
H (2.432, -1.183, -5.678)  0.106
H (1.135, -0.456, -4.689)  0.086
H (0.911, -2.067, -5.419)  0.106
H (6.985, -3.099, -0.340)  0.038
H (6.546, -2.548, 1.279)  0.034
H (6.019, -1.608, -0.136)  0.024
H (2.035, -4.948, 0.048)  0.005
H (0.548, -4.823, -0.910)  0.043
H (0.469, -4.763, 0.859)  0.042
H (1.759, -1.010, 5.603)  0.109
H (0.205, -1.730, 5.117)  0.109
H (0.717, -0.165, 4.426)  0.080
H (6.909, -4.307, 3.816)  0.101
H (5.576, -4.374, 4.989)  0.103
H (6.258, -2.800, 4.518)  0.091
H (7.430, -4.022, -3.315)  0.100
H (6.845, -2.437, -3.893)  0.092
H (6.252, -3.938, -4.643)  0.103

Charge = +2
Frontier orbital gap = 7.6779 eV
HOMO level = -12.9 eV

***

Which is the most stable structure? two is the most stable.

***

one | DFT (ωB97M-V/def2-TZVPD) results for C7H12N2O4 in the gas phase.

Each line ends with the Löwdin charge.
Cartesian coordinates (Å):
C (2.299, 0.828, -0.965)  -0.072
C (1.305, 0.074, -0.152)  -0.212
C (0.135, -0.678, -0.884)  -0.261
C (0.044, -2.144, -0.765)  -0.035
C (-0.897, 0.009, -0.030)  -0.214
N (-1.996, 0.599, -0.961)  -0.363
O (-2.585, 1.582, -0.597)  0.117
O (-2.119, 0.024, -1.981)  0.119
N (-1.734, -0.849, 0.886)  -0.298
O (-1.135, -1.367, 1.802)  0.086
O (-2.900, -0.969, 0.566)  0.134
C (0.089, 0.972, 0.588)  -0.177
C (0.064, 1.314, 2.081)  -0.043
H (1.769, 1.572, -1.563)  0.080
H (2.816, 0.163, -1.660)  0.085
H (2.971, 1.410, -0.305)  0.092
H (1.794, -0.538, 0.640)  0.153
H (-0.058, -0.401, -1.909)  0.144
H (-0.239, -2.542, 0.241)  0.097
H (0.894, -2.669, -1.044)  0.061
H (-0.747, -2.328, -1.555)  0.118
H (0.058, 1.925, 0.068)  0.139
H (-0.074, 0.300, 2.652)  0.103
H (-0.724, 2.029, 2.345)  0.085
H (0.969, 1.686, 2.501)  0.060

Charge = 0
Frontier orbital gap = 10.4682 eV
HOMO level = -10.7 eV
Structure (SMILES) = C[C@@H]1[C@@H](C)C([N+](=O)[O-])([N+](=O)[O-])[C@H]1C

***

two | DFT (ωB97M-V/def2-TZVPD) results for C7H12N2O4 in the gas phase.

Each line ends with the Löwdin charge.
Cartesian coordinates (Å):
C (3.212, -0.617, 0.176)  -0.067
C (2.059, 0.333, -0.372)  -0.147
C (0.738, -0.284, 0.100)  -0.547
O (0.778, -0.865, 1.374)  0.018
O (0.460, -1.251, -0.825)  0.056
C (-0.452, 0.917, 0.155)  -0.420
O (-0.349, 1.707, -0.994)  0.039
O (-0.266, 1.819, 1.251)  0.066
N (-1.753, 0.261, 0.136)  0.028
C (-2.447, 0.095, -1.033)  -0.056
C (-3.539, -0.613, -0.686)  -0.173
N (-3.513, -0.950, 0.575)  0.077
C (-2.459, -0.400, 1.071)  -0.149
H (2.967, -1.530, -0.297)  0.045
H (4.128, -0.126, -0.384)  0.107
H (3.400, -0.643, 1.318)  0.108
H (2.069, 1.402, 0.102)  0.142
H (1.872, 0.492, -1.368)  0.082
H (1.253, -1.743, 1.343)  0.141
H (-0.174, -1.001, -1.517)  0.119
H (0.210, 2.496, -0.859)  0.136
H (0.385, 1.330, 1.791)  0.107
H (-2.081, 0.617, -1.837)  0.093
H (-4.342, -0.934, -1.262)  0.086
H (-2.155, -0.513, 2.041)  0.108

Charge = 0
Frontier orbital gap = 9.2451 eV
HOMO level = -8.8 eV
Structure (SMILES) = CCC(O)(O)C(O)(O)n1ccnc1

***

Which is the most stable structure? two is the most stable.